# C33H30F2N6O5S3W

A molecular structure, C33H30F2N6O5S3W (wB97M-V/def2-TZVPD, the Open Molecules 2025 dataset).

Its HOMO energy (spin up / spin down) is -4.89 / -4.91 eV. The value obtained for the total energy is -3441.7452 Ha. Its expectation value of S² is 1.141. The energy above the lowest of the compared OMol25 structures with the same formula, charge and spin comes out at 21.0 kcal per mole. Its frontier orbital gap (spin up / spin down) is 6.27 / 6.83 eV.

```
! wB97M-V def2-TZVPD RIJCOSX def2/J DEFGRID3
* xyz -1 2
W 0.945 0.966 0.125
O 2.817 1.782 -0.674
N 3.623 0.967 -1.348
C 4.397 1.536 -2.298
C 5.298 0.788 -2.999
C 5.395 -0.579 -2.709
C 4.579 -1.136 -1.762
C 3.636 -0.356 -1.066
S 2.504 -0.970 0.061
H 4.223 2.593 -2.427
H 5.896 1.260 -3.762
H 6.100 -1.199 -3.246
H 4.611 -2.191 -1.535
O 1.185 2.167 -6.887
C 0.770 2.988 -6.048
O 0.412 4.169 -6.178
C 0.688 2.440 -4.605
C 1.068 1.133 -4.322
C 1.028 0.662 -3.026
N 0.626 1.441 -2.013
C 0.259 2.704 -2.270
C 0.268 3.234 -3.542
C -0.114 3.500 -1.043
O -0.648 4.591 -1.135
O 0.189 2.907 0.075
H 1.409 0.513 -5.139
H 1.314 -0.348 -2.758
H -0.033 4.258 -3.714
F 3.055 1.328 2.279
C 2.021 2.037 1.696
F 1.222 2.418 2.759
H 2.451 2.955 1.283
C -0.365 -2.100 -4.590
N -1.518 -1.707 -3.824
C -2.714 -1.211 -4.484
C -3.633 -0.832 -3.305
N -2.858 -1.272 -2.157
C -1.603 -1.635 -2.484
S -0.384 -1.929 -1.365
H -0.618 -2.934 -5.249
H 0.416 -2.413 -3.900
H -0.008 -1.268 -5.199
H -3.153 -1.983 -5.122
H -2.464 -0.351 -5.112
H -4.589 -1.354 -3.354
H -3.824 0.241 -3.256
H -3.021 -0.921 -1.225
N -2.199 2.116 2.070
C -2.530 2.527 0.832
N -2.781 3.845 0.679
S -2.626 1.460 -0.465
H -1.829 2.797 2.715
H -1.770 1.200 2.122
H -2.446 4.470 1.396
H -2.647 4.189 -0.263
C 0.012 -0.023 1.531
C -0.292 -0.676 2.561
C -0.615 -1.395 3.650
C -1.848 -2.216 3.621
C -2.007 -3.331 4.444
C -3.158 -4.102 4.380
C -4.170 -3.780 3.488
C -4.011 -2.686 2.646
C -2.865 -1.915 2.709
C 0.279 -1.328 4.827
C 1.641 -1.079 4.646
C 2.486 -0.960 5.736
C 1.990 -1.088 7.026
C 0.635 -1.319 7.217
C -0.215 -1.434 6.128
H -1.212 -3.617 5.120
H -3.258 -4.965 5.026
H -5.070 -4.378 3.441
H -4.784 -2.430 1.932
H -2.748 -1.074 2.037
H 2.034 -0.965 3.643
H 3.536 -0.756 5.571
H 2.653 -1.000 7.877
H 0.232 -1.398 8.219
H -1.275 -1.579 6.289
*
```

=====

# C33H30MnN3O3PS

A molecular structure, C33H30MnN3O3PS (wB97M-V/def2-TZVPD, the Open Molecules 2025 dataset).

Its HOMO energy (spin up / spin down) is -8.19 / -8.30 eV. The value obtained for the total energy is -3556.0601 Ha. Its expectation value of S² is 8.760. The energy above the lowest of the compared OMol25 structures with the same formula, charge and spin comes out at 0.0 kcal per mole. Its frontier orbital gap (spin up / spin down) is 7.37 / 7.30 eV.

```
! wB97M-V def2-TZVPD RIJCOSX def2/J DEFGRID3
* xyz 0 6
Mn 0.501 0.950 1.115
C -3.404 -0.649 -2.878
C -3.073 -1.616 -1.776
C -3.686 -2.865 -1.760
C -3.396 -3.807 -0.784
C -2.472 -3.519 0.206
C -1.851 -2.280 0.205
C -2.147 -1.320 -0.764
P -1.227 0.237 -0.608
C -0.498 0.560 -2.252
C 0.462 -0.400 -2.585
C 1.175 -0.334 -3.768
C 0.944 0.726 -4.632
C -0.001 1.685 -4.307
C -0.746 1.628 -3.128
C -1.770 2.707 -2.885
C -2.352 1.529 -0.032
C -3.726 1.335 0.101
C -4.506 2.271 0.757
C -3.900 3.401 1.295
C -2.535 3.597 1.171
C -1.719 2.676 0.503
C -0.246 2.843 0.409
H -4.323 -0.943 -3.382
H -2.604 -0.618 -3.621
H -3.535 0.365 -2.500
H -4.405 -3.102 -2.534
H -3.889 -4.770 -0.805
H -2.226 -4.252 0.963
H -1.104 -2.055 0.957
H 0.651 -1.220 -1.899
H 1.906 -1.095 -4.007
H 1.495 0.806 -5.561
H -0.183 2.504 -4.991
H -1.870 3.326 -3.775
H -1.489 3.356 -2.056
H -2.751 2.300 -2.646
H -4.183 0.432 -0.287
H -5.571 2.116 0.861
H -4.499 4.138 1.816
H -2.078 4.486 1.590
H 0.081 3.747 0.925
H 0.080 2.927 -0.634
N 6.961 -1.048 -2.122
C 6.006 -0.772 -1.549
C 4.788 -0.408 -0.870
C 4.321 -1.147 0.206
C 3.130 -0.753 0.793
N 2.431 0.309 0.378
C 2.900 1.021 -0.660
C 4.066 0.698 -1.314
H 4.843 -1.997 0.626
H 2.743 -1.321 1.628
H 2.303 1.870 -0.970
H 4.409 1.290 -2.150
N -0.521 0.627 3.074
C 0.554 -0.204 3.555
C 1.762 0.389 3.904
C 2.866 -0.414 4.160
C 2.766 -1.792 4.048
C 1.539 -2.379 3.768
C 0.429 -1.589 3.517
S 4.248 -2.807 4.014
O 5.255 -2.003 4.670
O 4.432 -2.935 2.565
O 3.871 -4.038 4.671
H -0.640 1.473 3.620
H -1.409 0.138 3.043
H 1.840 1.471 3.961
H 3.827 0.016 4.411
H 1.478 -3.459 3.723
H -0.530 -2.040 3.285
*
```

=====

# C33H30N5OSTl

A molecular structure, C33H30N5OSTl at a distorted geometry (wB97M-V/def2-TZVPD, the Open Molecules 2025 dataset).

Its HOMO energy is -1.24 eV. The value obtained for the total energy is -2195.1468 Ha. The energy above the lowest of the compared OMol25 structures with the same formula, charge and spin comes out at 4.9 kcal per mole. Its frontier orbital gap is 4.91 eV.

```
! wB97M-V def2-TZVPD RIJCOSX def2/J DEFGRID3
* xyz -2 1
Tl -2.478 -3.886 19.091
C -5.418 -4.829 17.119
N -5.067 -5.000 18.535
C -6.106 -4.444 19.418
C -4.784 -6.431 18.786
C -3.629 -6.927 17.963
C -3.726 -8.190 17.350
C -2.672 -8.649 16.540
C -1.552 -7.855 16.378
C -1.429 -6.645 17.099
C -2.472 -6.170 17.885
H -6.273 -5.451 16.929
H -4.540 -5.001 16.475
H -5.778 -3.785 16.994
H -7.032 -4.980 19.279
H -6.160 -3.353 19.193
H -5.789 -4.574 20.441
H -5.719 -7.033 18.672
H -4.431 -6.470 19.853
H -4.671 -8.725 17.415
H -2.816 -9.504 15.882
H -0.811 -8.137 15.615
H -0.556 -6.015 17.020
O -5.016 0.685 14.606
C -3.823 0.724 15.030
C -3.290 1.817 15.829
C -1.956 1.820 16.237
C -1.050 0.782 15.900
C -1.545 -0.320 15.179
C -2.852 -0.340 14.728
C -3.295 -1.530 13.966
N -3.029 -1.868 12.728
C -3.695 -3.059 12.534
C -4.325 -3.474 13.688
N -4.038 -2.487 14.607
H -3.938 2.645 16.087
H -1.584 2.656 16.808
H -0.046 0.733 16.335
H -0.867 -1.129 15.063
H -3.646 -3.629 11.607
H -4.971 -4.297 13.935
H -4.408 -2.343 15.512
S -4.453 -2.269 24.255
C -5.584 -1.210 23.344
C -6.484 -0.295 23.859
C -7.339 0.319 22.962
C -7.281 -0.012 21.585
C -6.371 -0.948 21.093
C -5.528 -1.600 21.978
N -4.678 -2.627 21.668
C -4.022 -3.004 22.711
C -2.994 -4.048 22.696
C -2.393 -4.398 23.961
C -1.404 -5.319 23.987
C -1.070 -6.033 22.849
C -1.735 -5.761 21.661
C -2.627 -4.709 21.504
H -6.504 -0.080 24.907
H -8.080 1.071 23.252
H -7.955 0.457 20.906
H -6.289 -1.209 20.057
H -2.679 -3.836 24.853
H -0.958 -5.459 24.974
H -0.282 -6.821 22.925
H -1.517 -6.380 20.791
C 2.586 -1.272 19.000
C 3.218 -1.912 17.849
N 3.741 -2.451 16.996
H 2.557 -0.200 18.857
H 3.052 -1.524 19.951
H 1.557 -1.629 19.056
*
```

=====

# C33H31HfN10O6S

A molecular structure, C33H31HfN10O6S at a distorted geometry (wB97M-V/def2-TZVPD, the Open Molecules 2025 dataset).

Its HOMO energy is -10.38 eV. The value obtained for the total energy is -2721.1512 Ha. The energy above the lowest of the compared OMol25 structures with the same formula, charge and spin comes out at 31.2 kcal per mole. Its frontier orbital gap is 7.19 eV.

```
! wB97M-V def2-TZVPD RIJCOSX def2/J DEFGRID3
* xyz 1 1
Hf 0.612 -1.411 -2.057
C -8.227 0.372 3.763
O -7.750 -0.653 2.899
C -7.525 -0.325 1.592
C -7.818 0.907 1.055
C -7.550 1.124 -0.280
C -6.935 0.156 -1.083
C -6.582 -1.053 -0.476
C -6.939 -1.312 0.845
N -6.810 0.515 -2.497
N -5.884 0.237 -3.238
C -4.731 -0.546 -2.841
C -4.652 -1.910 -2.906
C -3.408 -2.685 -2.739
C -2.234 -1.977 -2.628
O -0.962 -2.566 -2.540
C -2.298 -0.572 -2.634
N -1.132 0.131 -2.373
C -1.074 1.398 -2.264
C -2.214 2.214 -2.416
C -3.428 1.623 -2.739
C -3.495 0.111 -2.684
H -8.140 -0.080 4.744
H -9.268 0.572 3.534
H -7.623 1.263 3.679
H -8.385 1.733 1.605
H -7.854 2.093 -0.715
H -6.056 -1.797 -0.973
H -6.518 -2.169 1.354
H -5.558 -2.449 -3.108
H -3.528 -3.724 -2.735
H -0.163 1.900 -2.040
H -2.031 3.309 -2.397
H -4.386 2.053 -2.875
N 3.877 0.538 -2.146
N 4.649 -0.199 -1.295
C 4.249 -1.407 -0.907
N 4.877 -2.065 0.035
N 3.044 -1.841 -1.396
N 2.850 -3.101 -1.707
O 3.660 -3.946 -1.563
O 1.693 -3.374 -2.042
H 3.804 0.308 -3.111
H 3.010 0.836 -1.714
H 5.569 0.194 -0.973
H 5.640 -1.641 0.594
H 4.574 -2.954 0.370
S 2.309 0.098 -6.217
C 1.890 -0.469 -4.828
N 1.533 -0.902 -3.781
C 7.690 2.005 0.639
C 6.539 1.222 1.273
C 6.798 0.138 2.102
C 5.798 -0.625 2.647
C 4.434 -0.245 2.516
C 4.161 0.880 1.752
N 2.816 1.221 1.577
C 1.728 0.765 2.328
C 1.709 0.981 3.720
C 0.638 0.417 4.479
C -0.429 -0.221 3.870
C -0.356 -0.534 2.533
C 0.694 -0.027 1.722
C 0.728 -0.353 0.303
O 0.147 -1.445 -0.096
O 1.262 0.354 -0.588
C 5.153 1.627 1.155
C 4.826 2.718 0.185
H 7.322 2.314 -0.374
H 8.504 1.311 0.512
H 8.047 2.900 1.243
H 7.769 -0.124 2.407
H 6.035 -1.406 3.348
H 3.658 -0.760 2.991
H 2.601 1.508 0.619
H 2.572 1.422 4.264
H 0.663 0.356 5.581
H -1.164 -0.691 4.526
H -1.110 -1.170 2.043
H 4.728 2.216 -0.805
H 5.537 3.507 0.075
H 3.818 3.180 0.306
*
```

=====

# C33H31N10O9Sr

A molecular structure, C33H31N10O9Sr at a distorted geometry (wB97M-V/def2-TZVPD, the Open Molecules 2025 dataset).

Its HOMO energy is -4.14 eV. The value obtained for the total energy is -2531.7067 Ha. The energy above the lowest of the compared OMol25 structures with the same formula, charge and spin comes out at 43.2 kcal per mole. Its frontier orbital gap is 4.93 eV.

```
! wB97M-V def2-TZVPD RIJCOSX def2/J DEFGRID3
* xyz -1 1
Sr -0.638 -0.258 -0.514
N -1.663 0.957 -2.639
C -1.219 0.371 -3.905
C -0.990 -1.137 -3.703
O -1.331 -1.919 -4.609
N -0.419 -1.406 -2.535
C -0.373 -2.790 -2.140
C -1.477 -3.092 -1.054
O -1.902 -4.246 -0.978
O -1.799 -2.099 -0.316
H -2.567 0.561 -2.391
H -1.787 1.960 -2.693
H -0.274 0.834 -4.206
H -1.932 0.497 -4.726
H 0.578 -3.004 -1.634
H -0.544 -3.488 -2.961
C 2.523 -1.070 1.534
N 1.092 -0.832 1.681
C 0.403 -1.715 2.614
C 0.340 -3.132 2.127
N 1.055 -3.645 1.174
C 0.683 -4.978 1.102
C 1.118 -5.986 0.251
C 0.557 -7.240 0.399
C -0.410 -7.499 1.376
C -0.851 -6.510 2.236
C -0.297 -5.249 2.071
N -0.482 -4.050 2.729
C 2.969 -0.672 0.163
N 2.459 -1.150 -0.930
C 3.128 -0.533 -1.964
C 2.954 -0.656 -3.341
C 3.754 0.122 -4.157
C 4.712 1.000 -3.631
C 4.899 1.133 -2.266
C 4.092 0.355 -1.446
N 3.973 0.236 -0.077
H 3.132 -0.556 2.292
H 2.687 -2.143 1.617
H 0.902 0.124 1.955
H 0.857 -1.717 3.619
H -0.615 -1.336 2.707
H 1.858 -5.777 -0.510
H 0.854 -8.043 -0.264
H -0.828 -8.496 1.451
H -1.597 -6.713 2.995
H -1.205 -3.843 3.392
H 2.195 -1.322 -3.732
H 3.636 0.057 -5.232
H 5.317 1.588 -4.309
H 5.635 1.818 -1.861
H 4.490 0.748 0.613
O -1.819 1.829 -0.018
C -2.019 1.457 1.155
O -1.397 0.538 1.733
C -3.086 2.186 1.957
C -3.570 3.405 1.513
C -4.530 4.072 2.265
C -5.029 3.534 3.437
C -4.532 2.316 3.861
C -3.559 1.637 3.138
N -5.032 1.749 5.104
O -4.507 0.736 5.519
O -5.949 2.319 5.665
N -5.019 5.367 1.822
O -5.931 5.879 2.441
O -4.491 5.873 0.851
H -3.204 3.825 0.588
H -5.782 4.055 4.008
H -3.173 0.690 3.486
C 2.371 5.773 -1.385
C 1.931 4.366 -1.100
C 1.793 3.423 -2.110
C 1.392 2.135 -1.788
N 1.125 1.743 -0.545
C 1.247 2.649 0.423
C 1.650 3.953 0.200
H 2.280 6.011 -2.444
H 3.415 5.906 -1.097
H 1.774 6.484 -0.814
H 1.994 3.688 -3.140
H 1.280 1.374 -2.554
H 0.991 2.320 1.426
H 1.732 4.646 1.028
*
```

=====

# C33H31N2O2Ta

A molecular structure, C33H31N2O2Ta at a distorted geometry (wB97M-V/def2-TZVPD, the Open Molecules 2025 dataset).

Its HOMO energy is -13.51 eV. The value obtained for the total energy is -1592.6666 Ha. The energy above the lowest of the compared OMol25 structures with the same formula, charge and spin comes out at 16.7 kcal per mole. Its frontier orbital gap is 6.91 eV.

```
! wB97M-V def2-TZVPD RIJCOSX def2/J DEFGRID3
* xyz 2 1
Ta -0.306 0.080 1.044
C -0.106 -2.511 3.480
C 0.019 -1.075 3.047
C -0.985 -0.147 3.462
C -0.898 1.200 3.130
C -2.006 2.164 3.443
C 0.312 1.686 2.490
C 1.482 0.856 2.543
C 2.818 1.457 2.230
C 1.313 -0.503 2.732
H 0.056 -2.584 4.557
H 0.629 -3.149 2.992
H -1.103 -2.896 3.268
H -1.907 -0.524 3.888
H -2.972 1.666 3.501
H -2.064 2.969 2.713
H -1.810 2.631 4.411
H 0.416 2.751 2.333
H 3.172 2.005 3.106
H 2.754 2.164 1.402
H 3.552 0.689 2.000
H 2.143 -1.185 2.598
C -2.788 3.139 -1.095
C -3.312 2.519 -2.215
C -2.991 1.194 -2.452
C -2.172 0.507 -1.565
N -1.665 1.113 -0.471
C -1.971 2.408 -0.263
C -1.786 -0.898 -1.921
C -0.831 -1.065 -2.924
C -0.481 -2.327 -3.379
C -1.101 -3.451 -2.852
C -2.076 -3.309 -1.876
C -2.401 -2.041 -1.431
H -2.993 4.175 -0.867
H -3.952 3.059 -2.900
H -3.363 0.677 -3.325
H -1.523 2.874 0.604
H -0.363 -0.185 -3.348
H 0.260 -2.429 -4.160
H -0.847 -4.439 -3.212
H -2.607 -4.162 -1.476
C 2.114 3.130 -3.355
C 2.322 1.775 -3.578
C 1.982 0.841 -2.613
C 1.437 1.257 -1.400
C 1.251 2.620 -1.169
C 1.579 3.549 -2.146
N 1.011 0.326 -0.424
C 1.697 -0.883 -0.224
C 0.904 -2.015 -0.001
C 1.493 -3.208 0.462
C 2.851 -3.276 0.641
C 3.653 -2.154 0.338
C 3.093 -0.970 -0.068
H 2.382 3.854 -4.111
H 2.754 1.442 -4.512
H 2.154 -0.214 -2.795
H 0.864 2.955 -0.213
H 1.433 4.604 -1.951
H -0.091 -2.055 -0.438
H 0.875 -4.085 0.611
H 3.318 -4.197 0.962
H 4.728 -2.234 0.431
H 3.700 -0.101 -0.294
O -3.458 -1.983 -0.498
C -3.249 -1.504 0.693
O -2.226 -0.955 1.070
H -4.116 -1.620 1.342
*
```